1.
# CH29CuO17

A structure of composition CH29CuO17 in a non-equilibrium geometry (ωB97M-V/def2-TZVPD, the OMol25 dataset).

XYZ file:
```
48
Properties=species:S:1:pos:R:3:forces:R:3
Cu -2.008 -1.081 -2.430 1.01 1.58 1.05
C -0.362 0.242 -0.099 1.66 -0.60 3.49
O -0.749 -0.037 -1.209 -0.66 -3.02 -5.26
O 0.566 -0.480 0.603 -1.13 1.93 0.01
O -0.840 1.193 0.478 -0.02 2.05 1.15
H 0.732 -1.325 0.221 0.53 -1.48 -0.98
O -0.394 -1.754 -3.447 -2.22 0.74 0.30
H 0.379 -1.292 -3.110 1.35 0.46 0.53
H -0.178 -2.603 -3.805 0.25 -0.81 -0.26
O -2.338 3.240 1.810 -1.36 -0.74 -0.20
H -2.089 2.526 1.220 0.07 -0.24 0.33
H -1.658 3.862 1.650 1.10 1.19 0.01
O -2.433 0.635 -3.500 -0.51 -1.35 -2.47
H -2.527 0.926 -4.434 0.10 -0.76 0.66
H -2.364 1.447 -3.025 0.46 1.75 1.94
O -0.250 1.348 3.095 1.14 -0.58 -1.24
H 0.700 1.403 3.288 -0.57 0.19 0.44
H -0.166 1.110 2.127 -0.71 0.68 1.58
O 2.352 1.824 1.525 0.13 1.25 -0.69
H 2.340 0.996 1.975 -0.26 -1.27 0.52
H 3.120 2.266 1.884 0.27 0.43 -0.05
O -3.355 -0.420 -0.929 -0.72 0.87 -1.17
H -4.017 -0.935 -0.486 -0.15 -1.60 0.94
H -3.911 0.395 -0.957 1.17 -0.02 -0.64
O 1.263 -2.914 -0.370 -0.83 -0.74 0.80
H 1.624 -2.428 -1.091 0.59 1.02 -1.35
H 2.030 -3.166 0.142 0.20 -0.31 0.33
O -2.092 2.449 -1.515 -0.21 -0.24 -1.03
H -2.963 2.602 -1.150 -0.09 0.45 0.42
H -1.609 1.875 -0.886 -0.20 0.36 0.26
O 2.087 -0.322 3.049 0.11 0.40 -1.21
H 1.559 -1.092 3.092 -1.54 -0.96 -0.23
H 2.692 -0.500 3.726 1.83 0.05 1.85
O 1.902 -0.764 -2.188 -1.82 -0.92 -0.01
H 2.809 -0.846 -2.379 1.84 -0.11 -0.65
H 1.878 -0.025 -1.565 -0.12 0.99 0.18
O 3.670 -0.939 0.412 -1.05 1.36 0.67
H 3.264 -1.031 1.305 0.65 -0.32 -0.96
H 4.066 -1.719 0.065 0.50 -1.04 0.33
O 2.055 1.830 -1.151 0.71 -1.12 0.67
H 1.233 2.281 -1.068 -1.17 0.86 -0.35
H 2.252 1.709 -0.187 0.40 0.14 -0.34
O -2.563 -0.586 1.731 -0.02 -0.17 -0.55
H -1.970 -1.341 1.697 -0.14 -0.81 0.62
H -2.048 0.011 1.176 -0.54 0.66 0.53
O -0.888 -3.017 1.666 -0.93 -0.25 0.53
H -0.591 -2.843 0.783 0.63 -0.10 -0.64
H -0.210 -2.707 2.261 0.25 0.11 0.15
```
Positions in Å, forces in eV/Å.

charge	+1
spin multiplicity	2
HOMO (spin up / spin down)	-11.9865 / -11.9845	eV
ΔE to the lowest compared entry with this formula, charge and spin	6.4	kcal per mole

=====

2.
# C23H56N3O17S5

A cluster of 6 separate species, C23H56N3O17S5 in total in a non-equilibrium geometry (ωB97M-V/def2-TZVPD, the OMol25 dataset).

XYZ file:
```
104
Properties=species:S:1:pos:R:3:forces:R:3
C 1.236 3.594 1.665 -0.65 -0.09 0.09
C -0.307 3.513 2.260 0.91 1.60 -0.15
O -1.140 2.739 1.314 -0.11 1.70 0.06
C -0.278 2.922 3.789 -0.39 0.61 -0.24
N 0.337 1.549 3.938 -1.18 0.04 -0.88
C -0.624 0.432 3.598 -0.42 -0.40 0.01
C -0.226 -0.390 2.236 -0.76 1.44 -0.59
O 0.730 -1.511 2.519 2.38 0.74 -4.98
C 1.510 -1.607 1.268 1.62 -0.26 -0.78
N 1.090 -2.216 -0.052 5.37 2.59 1.89
C 2.276 -2.101 -0.997 2.90 1.98 3.85
C 3.520 -1.364 -0.199 -5.96 -2.53 -0.20
N 2.933 -1.102 1.173 -3.78 -2.56 -3.17
H 1.357 2.654 0.952 -0.06 2.13 1.33
H 1.348 4.624 1.078 0.00 -2.53 1.13
H 2.022 3.535 2.542 -1.48 0.24 -1.81
H -0.709 4.636 2.276 0.73 -2.48 0.27
H -1.606 3.377 0.666 1.09 -1.27 1.70
H 0.356 3.658 4.470 -1.43 -1.38 -1.60
H -1.390 2.889 4.204 2.45 0.02 -0.78
H 1.261 1.457 3.460 -1.24 0.23 0.44
H -0.680 -0.268 4.556 0.04 1.02 -2.30
H -1.709 0.881 3.415 2.41 -1.00 0.31
H 0.372 0.329 1.496 -1.78 -1.14 1.61
H -1.135 -0.889 1.677 1.63 1.22 1.24
H 0.179 -2.670 -0.295 1.17 0.68 0.64
H 2.333 -2.481 -2.105 -0.49 0.75 2.63
H 4.603 -1.122 -0.569 -2.48 -0.43 1.03
H 3.387 -0.648 1.996 -0.49 -0.64 -0.91
O 5.642 -2.147 7.232 -0.41 -0.32 -1.33
S 5.268 -2.929 6.071 -0.17 -0.26 0.50
O 5.621 -2.525 4.727 -0.27 0.09 0.91
O 3.667 -3.226 6.126 1.18 -0.40 -0.02
C 2.774 -2.130 6.263 -0.57 0.82 0.03
C 2.588 -1.400 4.946 0.20 0.15 -0.30
C 5.813 -4.600 6.317 -0.18 -0.08 -0.01
H 3.112 -1.447 7.050 0.10 -0.15 -0.08
H 1.811 -2.540 6.583 0.33 -0.21 0.00
H 3.509 -0.893 4.644 0.00 0.01 0.12
H 1.799 -0.647 5.029 0.02 -0.09 0.06
H 2.329 -2.101 4.146 -0.02 0.10 0.34
H 5.500 -4.932 7.308 0.01 0.12 -0.15
H 6.902 -4.615 6.243 -0.14 0.18 -0.02
H 5.378 -5.231 5.539 0.03 0.15 0.09
O 1.215 3.363 -2.240 0.79 -0.90 -0.49
S 1.842 2.162 -2.752 -0.32 0.23 -0.83
O 3.268 2.079 -2.985 -1.13 0.24 0.42
O 1.062 1.691 -4.103 0.44 -0.42 1.82
C 0.904 2.627 -5.160 -0.02 0.86 -1.27
C 2.184 2.781 -5.960 0.38 0.12 0.15
C 1.360 0.793 -1.730 -0.26 -0.05 -0.22
H 0.557 3.593 -4.778 0.05 -0.17 0.14
H 0.117 2.238 -5.816 0.03 -0.14 0.45
H 2.965 3.259 -5.362 -0.09 -0.03 -0.11
H 2.013 3.395 -6.848 -0.07 -0.11 0.11
H 2.568 1.804 -6.271 -0.14 0.12 -0.03
H 0.277 0.815 -1.597 0.11 0.08 -0.05
H 1.859 0.900 -0.765 0.02 0.14 -0.18
H 1.675 -0.135 -2.211 -0.07 0.41 -0.02
O -3.359 4.856 -0.183 -0.56 0.39 -0.33
S -4.103 5.412 -1.294 -0.54 0.13 -0.69
O -4.707 6.726 -1.234 0.67 -1.26 0.39
O -5.234 4.338 -1.765 1.35 0.66 -0.21
C -6.141 3.833 -0.796 -0.94 -0.25 0.79
C -7.234 4.838 -0.486 -0.01 0.36 0.13
C -3.093 5.325 -2.751 -0.08 -0.16 -0.06
H -5.612 3.529 0.113 0.10 0.10 -0.14
H -6.595 2.932 -1.222 0.33 0.16 -0.17
H -6.829 5.712 0.032 -0.07 -0.13 -0.05
H -8.000 4.391 0.155 0.10 -0.03 -0.10
H -7.705 5.197 -1.406 0.04 -0.15 0.12
H -2.680 4.318 -2.835 -0.09 0.12 0.04
H -2.287 6.054 -2.647 -0.17 -0.04 0.14
H -3.705 5.568 -3.621 0.04 -0.02 0.19
O -2.262 1.257 -5.812 -0.22 -0.19 -0.92
S -2.636 0.475 -6.972 -0.64 -0.28 -0.43
O -2.283 0.878 -8.316 -0.13 -0.02 1.39
O -4.237 0.178 -6.918 1.54 -0.52 0.17
C -5.130 1.274 -6.781 -0.82 1.01 -0.12
C -5.316 2.004 -8.097 0.23 0.17 -0.25
C -2.091 -1.197 -6.726 -0.16 -0.09 0.04
H -4.792 1.956 -5.994 0.12 -0.16 -0.05
H -6.093 0.863 -6.460 0.34 -0.23 0.02
H -4.395 2.511 -8.399 -0.14 -0.05 0.04
H -6.105 2.756 -8.014 0.05 -0.13 0.05
H -5.575 1.302 -8.897 -0.05 0.08 0.17
H -2.404 -1.529 -5.735 -0.01 0.10 -0.15
H -1.002 -1.212 -6.800 -0.14 0.17 -0.05
H -2.526 -1.828 -7.504 0.04 0.16 0.09
O 0.666 -8.248 2.854 0.60 1.00 0.67
S 1.675 -7.507 3.582 0.08 -0.26 0.12
O 1.391 -6.861 4.846 -0.08 -0.46 -1.19
O 2.361 -6.419 2.581 0.10 -0.82 0.45
C 1.522 -5.510 1.883 -0.56 0.60 -0.20
C 1.059 -4.381 2.784 -0.23 -0.20 0.17
C 3.099 -8.546 3.791 0.13 0.13 -0.15
H 0.671 -6.032 1.433 0.10 -0.12 0.13
H 2.115 -5.093 1.063 0.19 -0.31 0.14
H 0.382 -4.749 3.560 0.08 0.07 -0.10
H 0.529 -3.618 2.206 0.04 -0.47 0.18
H 1.910 -3.916 3.292 -0.07 -0.09 -0.16
H 3.355 -8.992 2.828 -0.08 0.10 0.12
H 2.845 -9.327 4.510 -0.14 0.18 -0.08
H 3.924 -7.942 4.172 -0.16 -0.05 -0.05
```
Positions in Å, forces in eV/Å.

charge	+1
HOMO	-11.3685	eV